Record 1
DFT (ωB97M-V/def2-TZVPD) results for 9 unconnected molecules or ions with the total composition C36H45F27O18 at a distorted geometry.

XYZ file:
```
126
Properties=species:S:1:pos:R:3:forces:R:3:mulliken_charge:R:1
C 16.9021 -24.2686 -6.6537 -1.087 -0.015 0.211 -0.50
C 16.3652 -23.7829 -5.3231 1.207 0.693 -0.174 0.04
O 14.9559 -23.4778 -5.3834 -0.437 -0.434 -0.631 -0.24
C 14.5552 -22.3384 -4.8444 0.945 -1.122 1.056 0.33
O 15.2743 -21.6218 -4.2189 -0.155 1.182 0.117 -0.55
C 13.0267 -22.1835 -4.8279 0.598 0.282 -0.231 0.97
F 12.6022 -22.2434 -3.5665 -0.120 -0.188 0.170 -0.28
F 12.6915 -20.9776 -5.3005 -0.115 -0.739 -0.239 -0.22
F 12.4601 -23.1691 -5.5210 -0.522 0.375 -0.123 -0.27
H 17.9768 -24.1213 -6.6165 0.020 -0.403 -0.238 -0.09
H 16.4661 -23.6789 -7.4622 0.202 0.098 -0.043 0.49
H 16.5978 -25.3015 -6.7996 0.360 -0.057 -0.211 -0.07
H 16.9262 -22.8786 -5.0839 -0.356 0.119 0.216 0.48
H 16.5981 -24.4950 -4.5351 -0.530 -0.041 0.047 -0.09
C 21.8487 -30.5220 -7.4103 0.489 0.845 -1.056 -0.76
C 20.4129 -30.7011 -7.0566 -1.044 -1.182 -0.755 -0.30
O 19.8045 -29.4055 -7.0267 -0.021 0.895 0.546 -0.19
C 18.6163 -29.2872 -6.4453 1.073 -0.162 0.581 -0.12
O 17.9685 -30.1755 -5.9934 -0.580 -0.297 0.000 -0.52
C 18.2338 -27.8087 -6.2289 -0.997 0.222 -0.402 1.34
F 18.1368 -27.5235 -4.9227 0.732 -0.041 -0.358 -0.24
F 19.0600 -26.9749 -6.8586 0.013 0.029 0.528 -0.22
F 16.9966 -27.5921 -6.7220 0.084 -0.246 -0.189 -0.31
H 22.2510 -29.7171 -6.7914 0.358 -0.528 0.383 -0.11
H 22.0006 -30.1241 -8.4193 -0.454 -0.029 -0.065 0.31
H 22.4175 -31.4490 -7.4276 -0.006 0.011 0.641 0.42
H 20.2906 -31.2883 -6.1427 -0.132 0.638 0.318 0.34
H 19.8054 -31.2412 -7.7923 0.511 -0.249 -0.123 0.32
C 14.8783 -23.1370 -0.7978 -0.211 -0.809 0.286 -1.35
C 15.7165 -23.8552 -1.8426 -0.500 0.559 -0.570 0.21
O 16.3075 -24.9898 -1.2170 1.800 -0.432 1.181 -0.35
C 17.4971 -25.4226 -1.6958 -2.216 -0.085 0.096 0.17
O 17.7988 -25.3171 -2.8391 0.975 0.141 -0.411 -0.19
C 18.3600 -26.1811 -0.6499 -0.220 0.284 -0.977 0.72
F 19.4999 -25.4934 -0.5255 0.013 -0.008 0.483 -0.25
F 17.7435 -26.3013 0.5140 0.296 -0.058 0.135 -0.25
F 18.6727 -27.3904 -1.1266 -0.135 0.002 0.221 -0.25
H 15.3687 -23.0650 0.1736 0.397 0.062 -0.199 0.38
H 14.0251 -23.7939 -0.6141 -0.302 0.417 0.030 0.34
H 14.5704 -22.1364 -1.0912 -0.104 -0.135 -0.271 0.34
H 16.4622 -23.2018 -2.3006 0.174 -0.215 0.138 0.29
H 15.0866 -24.2520 -2.6445 -0.038 0.276 -0.038 0.12
C 24.8798 -27.5210 -3.9595 -0.104 0.317 0.118 -1.21
C 23.9184 -27.0734 -5.0611 1.691 1.085 0.050 0.34
O 23.0672 -26.0679 -4.4862 -1.650 -0.100 0.556 -0.26
C 22.0368 -25.6339 -5.2300 1.115 -0.569 0.207 0.24
O 21.9550 -25.7881 -6.4075 -0.572 0.032 -0.389 -0.51
C 21.0177 -24.8497 -4.3700 0.648 0.483 0.062 1.03
F 21.6489 -23.7431 -3.9223 -0.170 -0.043 0.069 -0.30
F 19.9888 -24.4414 -5.1152 0.035 -0.398 0.330 -0.10
F 20.6035 -25.5418 -3.3115 -0.056 0.082 -0.461 -0.24
H 25.1107 -26.7035 -3.2733 -0.455 0.186 -0.070 0.34
H 25.8696 -27.7219 -4.3694 -0.222 -0.668 -0.178 0.36
H 24.4710 -28.3310 -3.3598 0.239 -0.184 -0.090 0.33
H 23.3778 -27.8718 -5.5629 -0.262 0.086 0.181 -0.19
H 24.5217 -26.5259 -5.7891 -0.163 -0.326 -0.366 0.27
C 19.8380 -22.3873 -7.4937 -0.483 -0.613 -0.406 -0.82
C 21.2296 -21.7920 -7.5723 -0.692 -0.745 0.668 -0.39
O 21.7139 -21.9476 -8.9133 -0.497 0.168 -0.499 -0.21
C 22.7223 -21.1836 -9.2872 0.293 -0.509 0.331 0.31
O 23.3585 -20.4582 -8.5848 0.052 0.331 -0.100 -0.51
C 23.0641 -21.3920 -10.7859 -0.595 0.309 0.325 0.89
F 24.3742 -21.4522 -10.9344 0.396 -0.229 -0.144 -0.24
F 22.4890 -22.4733 -11.3023 0.206 -0.334 0.019 -0.24
F 22.6104 -20.3466 -11.4808 -0.059 0.424 -0.153 -0.26
H 19.8056 -23.4681 -7.6515 0.465 0.030 -0.246 0.17
H 19.1748 -21.9599 -8.2476 0.008 0.206 0.110 0.39
H 19.3784 -22.2863 -6.5098 0.239 0.521 0.047 0.36
H 21.8812 -22.3829 -6.9292 0.243 0.407 0.161 0.17
H 21.1710 -20.7498 -7.2684 0.499 0.077 -0.155 0.39
C 9.4123 -21.9677 -2.7598 0.773 0.962 0.167 -0.88
C 7.9578 -21.5990 -2.6382 -0.292 0.551 -0.746 -0.45
O 7.3997 -22.0756 -1.4136 -0.636 -0.677 0.685 -0.29
C 7.5083 -21.3159 -0.3321 0.511 -0.028 -0.821 0.41
O 8.1031 -20.2841 -0.2499 0.152 0.168 0.146 -0.51
C 6.7156 -21.8483 0.8658 -1.660 -0.013 -0.249 0.82
F 5.8657 -22.8477 0.5644 0.615 -0.061 -0.087 -0.25
F 7.4802 -22.2392 1.8722 0.197 0.143 0.056 -0.24
F 5.9174 -20.8301 1.2505 0.444 -0.052 0.399 -0.26
H 9.6520 -23.0279 -2.7975 -0.354 -0.075 0.025 0.33
H 9.9599 -21.5064 -1.9335 -0.063 -0.269 0.190 0.43
H 9.8743 -21.4734 -3.6186 -0.310 -0.173 -0.262 0.21
H 7.3402 -21.9868 -3.4501 0.027 -0.543 0.278 0.31
H 7.7585 -20.5252 -2.6889 0.574 0.062 0.175 0.36
C 8.8722 -14.2480 -6.5680 0.642 -0.268 0.458 -1.07
C 10.2724 -14.4448 -5.9651 -0.465 1.778 0.224 -0.24
O 10.8719 -15.6915 -6.2690 0.717 -0.563 -0.476 -0.30
C 10.5923 -16.7158 -5.4636 -1.274 0.404 -1.505 0.28
O 9.8736 -16.6640 -4.5189 0.184 -0.190 0.975 -0.52
C 10.9625 -18.0842 -6.1143 -0.133 1.265 0.683 0.98
F 11.5593 -17.9531 -7.2858 0.245 -0.175 -0.270 -0.26
F 11.7348 -18.7535 -5.2802 0.338 -0.344 0.169 -0.21
F 9.8212 -18.7488 -6.2817 -0.149 -0.371 -0.173 -0.26
H 8.2204 -15.0299 -6.1838 -0.335 0.137 -0.295 0.33
H 8.9196 -14.2026 -7.6551 0.000 -0.530 -0.029 0.28
H 8.5083 -13.2569 -6.2950 -0.068 -0.123 0.394 0.36
H 10.3189 -14.2788 -4.8884 -0.408 -0.221 0.021 0.34
H 10.8681 -13.6316 -6.3831 0.565 -0.526 -0.178 0.30
C 15.7287 -26.9267 -9.4883 0.189 -0.863 -0.351 -0.74
C 15.6148 -26.5679 -10.9680 -0.079 1.405 0.921 -0.46
O 14.4040 -27.0422 -11.5660 -0.674 -1.034 0.032 -0.28
C 14.4376 -28.0545 -12.4350 0.837 0.899 0.158 0.33
O 15.4293 -28.4572 -12.9602 -0.050 -0.587 -0.168 -0.52
C 13.0148 -28.5709 -12.7382 0.705 0.236 -0.127 0.93
F 13.0851 -29.6364 -13.5253 -0.175 -0.073 0.095 -0.23
F 12.4040 -28.8843 -11.6022 -0.356 -0.223 0.156 -0.24
F 12.3143 -27.6235 -13.3634 -0.224 0.076 -0.039 -0.25
H 16.1594 -27.9231 -9.3671 -0.109 -0.058 0.008 0.28
H 14.7706 -26.9247 -8.9712 -0.033 0.238 -0.076 0.40
H 16.4237 -26.2447 -9.0010 -0.102 0.145 -0.045 0.14
H 16.5335 -26.8153 -11.4926 -0.318 -0.229 -0.396 0.32
H 15.4435 -25.4915 -11.0040 0.390 0.076 -0.215 0.33
C 9.1832 -23.3958 -7.4418 -0.373 1.098 -0.389 -0.97
C 8.0472 -24.1160 -6.7672 1.284 -1.073 1.842 -0.17
O 6.7458 -23.7948 -7.2526 0.563 -0.019 -0.952 -0.28
C 5.7218 -23.7298 -6.4294 0.245 -0.091 0.041 0.37
O 5.7490 -23.6331 -5.2454 -0.125 -0.061 0.552 -0.51
C 4.4305 -23.7641 -7.2568 -0.827 0.187 -0.147 0.94
F 3.3596 -23.9722 -6.4988 0.111 -0.133 0.338 -0.24
F 4.2580 -22.5833 -7.8549 0.157 0.375 -0.244 -0.26
F 4.4432 -24.7038 -8.2013 0.255 -0.170 -0.030 -0.25
H 9.1189 -23.4479 -8.5285 0.019 0.097 0.015 0.33
H 10.1865 -23.6931 -7.1408 -0.249 -0.683 0.181 0.30
H 9.1475 -22.3558 -7.1032 -0.130 0.150 -0.475 0.22
H 8.1532 -23.9302 -5.6946 -0.569 0.438 -0.012 0.19
H 8.1840 -25.2005 -6.7741 -0.316 -0.072 -0.686 0.33
```
Forces are in eV/Å.

Properties
Max |F| ... 2.489 eV/A
LUMO level ... 0.21 eV
HOMO energy ... -0.4111 hartree
Kohn-Sham gap ... 0.4189 hartree
Electronic energy ... -5449.5707 Ha


Record 2
DFT (ωB97M-V/def2-TZVPD) results for a molecular structure, C55H40AsBrClF6N2O5P2ReS2 at a distorted geometry.

XYZ file:
```
116
Properties=species:S:1:pos:R:3:forces:R:3:mulliken_spin:R:1
Re -0.3948 0.4570 0.5493 0.709 0.721 -0.395 1.82
Cl 2.5221 0.5256 7.3455 -0.014 -0.006 -0.007 0.00
C 1.5994 0.4676 5.8887 -0.009 -0.001 -0.001 0.01
C 0.2093 0.2705 5.9509 -0.020 -0.002 0.009 0.00
C -0.5531 0.2372 4.8091 -0.057 0.000 0.099 0.01
C 0.0367 0.3992 3.5476 0.110 0.138 -0.101 0.00
O -0.7391 0.4353 2.4855 -0.285 -0.178 0.274 -0.03
C 1.4418 0.5685 3.4837 -0.012 -0.004 -0.037 0.05
C 2.1464 0.7135 2.2575 0.053 0.038 0.049 -0.04
O 1.6868 0.6064 1.1020 -0.157 -0.231 -0.055 0.05
C 2.2042 0.6146 4.6742 0.061 -0.002 -0.040 0.00
H -0.2618 0.1545 6.9185 0.012 0.001 -0.002 0.00
H -1.6263 0.1084 4.8658 0.012 0.013 -0.014 0.00
H 3.2210 0.9176 2.3372 0.003 -0.011 -0.010 0.00
H 3.2756 0.7678 4.6126 -0.022 0.024 0.018 0.00
O -2.7451 2.8542 0.9623 0.057 0.089 0.494 0.02
C -4.0101 2.3184 0.9616 -0.024 -0.153 -0.244 0.02
C -5.0865 2.9579 1.5563 -0.035 -0.011 0.130 0.00
C -6.3509 2.4063 1.4371 -0.008 -0.001 0.003 0.00
C -6.5352 1.2219 0.7353 0.018 0.015 -0.003 0.00
C -5.4379 0.5506 0.2271 -0.017 -0.053 0.033 0.00
C -4.1500 1.0773 0.3520 0.025 -0.036 -0.065 -0.03
P -2.7143 0.0349 -0.1157 -0.163 0.266 0.188 0.02
C -3.3073 -1.5533 0.5314 0.070 -0.051 -0.079 0.01
C -4.0653 -2.4351 -0.2364 0.113 -0.033 -0.039 -0.01
C -4.6466 -3.5449 0.3550 0.037 -0.104 -0.027 0.00
C -4.4729 -3.7847 1.7111 0.036 -0.039 -0.015 0.00
C -3.7056 -2.9191 2.4765 0.038 0.029 0.026 0.00
C -3.1248 -1.8040 1.8904 0.001 -0.031 -0.013 -0.01
C -2.7598 -0.0974 -1.9214 0.082 -0.118 0.003 0.04
C -3.2813 0.8864 -2.6508 -0.007 0.033 -0.076 0.00
C -3.0575 0.9705 -4.1341 0.089 0.072 -0.027 0.00
C -2.6169 -0.3511 -4.7917 -0.110 0.002 0.063 0.00
C -2.0105 -1.3594 -3.8699 -0.128 -0.083 -0.034 0.00
C -2.0690 -1.2413 -2.5506 -0.156 -0.035 0.105 -0.01
C -2.4784 3.9988 0.2555 0.120 -0.009 -0.243 0.01
C -3.3923 5.0125 0.0046 -0.090 0.035 -0.002 0.00
C -2.9644 6.1700 -0.6253 -0.018 0.019 0.007 0.00
C -1.6397 6.3298 -1.0062 0.010 -0.034 0.008 0.00
C -0.7495 5.2935 -0.7969 -0.039 0.044 -0.049 0.00
C -1.1687 4.1038 -0.1982 0.057 -0.028 -0.046 0.00
P 0.0579 2.7936 0.0790 -0.428 -0.230 0.107 0.02
C 0.8996 3.4877 1.5414 0.049 -0.024 -0.026 -0.01
C 2.1685 4.0611 1.5430 -0.046 -0.016 0.033 0.00
C 2.6865 4.5948 2.7175 0.000 0.001 -0.008 0.00
C 1.9397 4.5742 3.8858 -0.005 -0.013 0.029 0.00
C 0.6570 4.0415 3.8781 -0.018 -0.026 -0.002 0.00
C 0.1384 3.5007 2.7128 -0.006 -0.014 -0.015 0.00
C 1.1065 2.8831 -1.3956 0.026 0.005 0.021 0.04
C 2.4769 2.6277 -1.3607 -0.035 -0.022 -0.055 0.00
C 3.2400 2.7721 -2.5103 -0.053 -0.002 -0.018 0.00
C 2.6377 3.1417 -3.7057 -0.027 -0.073 0.000 0.00
C 1.2615 3.3262 -3.7601 0.053 -0.050 -0.048 0.00
C 0.4963 3.1924 -2.6125 0.016 -0.024 0.043 0.01
H -4.9349 3.8657 2.1245 0.034 0.012 -0.061 0.00
H -7.1943 2.9071 1.8935 -0.004 -0.011 -0.009 0.00
H -7.5267 0.8070 0.6166 0.014 -0.011 0.007 0.00
H -5.5807 -0.4061 -0.2578 -0.021 0.014 0.025 0.00
H -4.2014 -2.2625 -1.2975 -0.047 0.015 0.009 0.00
H -5.2318 -4.2295 -0.2447 -0.001 0.005 0.001 0.00
H -4.9306 -4.6517 2.1677 0.009 -0.006 -0.004 0.00
H -3.5673 -3.1080 3.5337 -0.011 0.007 -0.014 0.00
H -2.5494 -1.1119 2.4937 0.002 0.006 0.018 0.00
H -3.7633 1.7428 -2.1924 -0.006 -0.011 0.003 0.00
H -3.9266 1.3713 -4.6522 -0.012 0.010 -0.032 0.00
H -3.4791 -0.7956 -5.2973 -0.068 -0.010 0.087 0.00
H -1.5564 -2.2215 -4.3446 0.008 0.057 0.031 0.00
H -1.6499 -2.0113 -1.9114 -0.018 0.021 0.016 0.01
H -4.4278 4.9199 0.2929 0.050 -0.006 0.016 0.00
H -3.6786 6.9637 -0.8014 0.008 -0.011 -0.020 0.00
H -1.3104 7.2466 -1.4750 0.009 -0.012 0.005 0.00
H 0.2762 5.3957 -1.1272 -0.004 0.036 0.038 0.00
H 2.7459 4.1247 0.6333 0.034 0.013 -0.017 0.00
H 3.6689 5.0486 2.7115 0.002 -0.013 -0.008 0.00
H 2.3480 4.9905 4.7976 -0.009 0.015 -0.016 0.00
H 0.0566 4.0527 4.7787 0.008 -0.001 0.001 0.00
H -0.8696 3.0987 2.7035 0.019 -0.015 0.030 0.01
H 2.9501 2.3189 -0.4397 0.023 -0.019 0.009 0.00
H 4.3082 2.6033 -2.4751 -0.004 -0.008 0.011 0.00
H 3.2361 3.2685 -4.5987 -0.012 -0.014 0.014 0.00
H 0.7825 3.5853 -4.6954 -0.002 -0.015 0.005 0.00
H -0.5730 3.3515 -2.6649 0.025 -0.016 -0.031 0.00
F 0.1683 0.0366 -1.2552 0.062 -0.110 0.054 0.04
As 0.9059 -0.2337 -4.3052 -0.014 0.587 0.056 0.00
F -1.6943 -0.0628 -5.7903 0.070 -0.003 -0.098 0.00
F -2.0431 1.9259 -4.2865 0.043 -0.066 0.014 0.00
F 1.5376 0.2546 -5.8211 0.073 -0.037 -0.040 0.00
F 2.4743 -0.3626 -3.5417 0.066 -0.078 0.009 0.00
F 0.8179 -1.9164 -4.6958 0.138 -0.155 -0.064 0.00
O -2.1179 -6.2133 0.5203 -0.092 0.093 0.020 0.00
S -1.1432 -5.5822 -0.2987 -0.060 -0.022 -0.027 0.00
O -1.3412 -5.3900 -1.6979 0.036 0.065 -0.003 0.00
N -0.7836 -4.0273 0.3242 -0.042 -0.073 0.134 0.00
C 0.4188 -4.0176 0.7175 -0.050 -0.221 0.237 0.00
S 1.0082 -2.4698 1.3801 -0.349 -0.253 0.089 -0.01
C 1.2166 -5.2648 0.6613 0.067 0.032 0.003 0.00
C 2.4852 -5.5569 1.1332 0.022 0.005 -0.012 0.00
C 2.9654 -6.8507 0.9654 0.022 0.025 -0.005 0.00
C 2.1950 -7.8254 0.3417 -0.011 -0.020 -0.004 0.00
C 0.9151 -7.5377 -0.1238 -0.026 0.023 -0.063 0.00
C 0.4580 -6.2510 0.0509 -0.021 0.056 0.046 0.00
H 3.0897 -4.8153 1.6378 -0.001 -0.043 0.025 0.00
H 3.9516 -7.1046 1.3295 -0.013 -0.007 0.009 0.00
H 2.5875 -8.8272 0.2314 0.013 0.016 -0.020 0.00
H 0.3053 -8.2912 -0.6045 0.004 -0.010 0.051 0.00
Br 1.4489 -2.8411 -1.8005 0.239 0.184 -0.258 0.00
C 2.7818 -2.2688 -0.6545 -0.070 -0.146 -0.270 0.00
C 3.9961 -1.8195 -1.1437 0.109 0.004 -0.002 0.00
C 5.0245 -1.5407 -0.2630 -0.090 -0.046 0.012 0.00
C 4.8395 -1.7391 1.1088 -0.032 -0.007 -0.075 0.00
C 3.6141 -2.1463 1.5545 0.080 0.012 -0.024 0.00
N 2.5968 -2.3854 0.6805 -0.030 0.321 0.172 0.00
H 4.1004 -1.6997 -2.2124 0.016 -0.003 -0.020 0.00
H 5.9760 -1.1913 -0.6420 -0.005 -0.004 0.005 0.00
H 5.6347 -1.5745 1.8213 0.003 0.009 -0.009 0.00
H 3.3812 -2.3055 2.5983 -0.048 0.046 -0.006 0.00
```
Forces are in eV/Å.

Properties
Max |F| ... 1.086 eV/A
LUMO level (alpha / beta) ... -6.49 / -6.48 eV
HOMO energy (alpha / beta) ... -0.4639 / -0.4708 hartree
Spin multiplicity ... 3
Kohn-Sham gap (alpha / beta) ... 0.2254 / 0.2326 hartree
Electronic energy ... -10031.7130 Ha
Total charge ... +2